This record from OMol25 describes C27H22FeN2O as an isolated structure at a distorted geometry. The level of theory is ωB97M-V/def2-TZVPD.

Positions of all 53 atoms, in Å:
1 C -1.127 -0.963 -0.608
2 C -0.578 -2.229 -0.733
3 N -0.156 -3.319 -0.897
4 C -2.506 -0.843 -0.289
5 C -3.316 0.290 -0.618
6 C -4.697 0.214 -0.504
7 C -5.306 -0.931 0.034
8 C -6.731 -1.068 0.064
9 N -7.891 -1.224 0.084
10 C -4.513 -1.990 0.492
11 C -3.137 -1.941 0.368
12 H -0.614 -0.123 -1.070
13 H -2.840 1.198 -1.003
14 H -5.328 1.025 -0.868
15 H -4.988 -2.867 0.933
16 H -2.527 -2.779 0.714
17 C -2.078 5.705 -1.018
18 O -1.832 5.023 0.223
19 C -0.916 4.019 0.260
20 C -0.776 3.379 1.520
21 C -0.074 2.205 1.619
22 C 0.557 1.616 0.476
23 C 1.082 0.294 0.519
24 C 2.229 -0.206 -0.245
25 C 3.651 0.011 0.109
26 C 4.482 -0.672 -0.851
27 C 3.622 -1.384 -1.770
28 C 2.249 -1.108 -1.402
29 Fe 3.229 -1.898 0.118
30 C 2.019 -2.776 1.417
31 C 3.201 -2.233 2.072
32 C 4.371 -2.830 1.449
33 C 3.922 -3.726 0.401
34 C 2.472 -3.704 0.397
35 C 0.515 2.354 -0.749
36 C -0.202 3.532 -0.873
37 H -2.684 6.564 -0.729
38 H -1.136 6.029 -1.483
39 H -2.660 5.075 -1.705
40 H -1.306 3.811 2.371
41 H 0.010 1.705 2.586
42 H 0.731 -0.346 1.338
43 H 3.982 0.683 0.896
44 H 5.563 -0.593 -0.939
45 H 3.935 -1.920 -2.664
46 H 1.368 -1.421 -1.951
47 H 0.984 -2.611 1.705
48 H 3.203 -1.581 2.940
49 H 5.401 -2.707 1.767
50 H 4.538 -4.363 -0.226
51 H 1.849 -4.346 -0.216
52 H 1.005 1.915 -1.622
53 H -0.252 4.053 -1.838

Computed properties:
M in g/mol: 446.33
Spin multiplicity: 5
Charge: -2
Frontier orbital gap (spin up / spin down) in hartree: 0.1052 / 0.1735

Here are the Löwdin charges for atoms 1 to 8, given in e:
1. C -0.126
2. C -0.322
3. N 0.131
4. C -0.241
5. C -0.046
6. C -0.078
7. C -0.308
8. C -0.249


This record from OMol25 describes a 8-piece molecular cluster, C42H49Br2F21N2O14S overall at a distorted geometry. The level of theory is ωB97M-V/def2-TZVPD.

Positions of all 131 atoms, in Å:
1 C -5.826 -3.225 3.116
2 C -5.065 -2.007 2.652
3 Br -3.585 -2.390 1.469
4 C -5.324 -0.743 2.982
5 Br -6.787 -0.307 4.130
6 C -4.408 0.333 2.439
7 C -4.744 0.887 1.170
8 N -4.010 1.793 0.581
9 C -2.898 2.152 1.286
10 C -2.006 3.099 0.727
11 C -0.870 3.503 1.344
12 C 0.099 4.482 0.720
13 C 0.605 4.017 -0.691
14 C 2.124 3.757 -0.721
15 S 2.683 2.438 0.409
16 C -0.597 2.954 2.645
17 C -1.437 2.055 3.197
18 C -2.622 1.609 2.548
19 N -3.382 0.667 3.179
20 H -6.731 -2.990 3.677
21 H -5.157 -3.776 3.800
22 H -6.004 -3.903 2.272
23 H -5.639 0.522 0.663
24 H -2.233 3.520 -0.254
25 H 0.992 4.543 1.351
26 H -0.306 5.497 0.634
27 H 0.424 4.871 -1.368
28 H 0.016 3.183 -1.089
29 H 2.619 4.704 -0.468
30 H 2.430 3.457 -1.733
31 H 1.943 1.332 0.154
32 H 0.306 3.240 3.182
33 H -1.200 1.630 4.173
34 C 4.291 0.448 -6.376
35 C 3.819 -0.477 -5.275
36 O 4.602 -0.299 -4.080
37 C 4.256 0.719 -3.302
38 O 3.363 1.487 -3.515
39 C 5.143 0.750 -2.052
40 F 6.438 0.561 -2.343
41 F 4.793 -0.218 -1.186
42 F 5.051 1.907 -1.409
43 H 5.358 0.313 -6.557
44 H 3.748 0.251 -7.300
45 H 4.140 1.493 -6.102
46 H 3.957 -1.514 -5.576
47 H 2.759 -0.340 -5.061
48 C 2.866 -2.963 2.048
49 C 3.844 -3.091 0.900
50 O 4.242 -4.463 0.715
51 C 3.406 -5.224 0.019
52 O 2.367 -4.869 -0.454
53 C 3.989 -6.634 -0.132
54 F 4.495 -7.096 1.022
55 F 4.981 -6.654 -1.035
56 F 3.072 -7.511 -0.538
57 H 3.284 -3.400 2.956
58 H 2.631 -1.915 2.235
59 H 1.938 -3.493 1.835
60 H 4.753 -2.536 1.125
61 H 3.435 -2.683 -0.024
62 C -5.780 -2.477 -1.200
63 C -6.320 -3.636 -2.009
64 O -7.615 -4.043 -1.526
65 C -8.649 -3.329 -1.954
66 O -8.564 -2.391 -2.692
67 C -9.956 -3.906 -1.404
68 F -9.881 -4.205 -0.100
69 F -10.312 -5.042 -2.038
70 F -10.982 -3.066 -1.536
71 H -5.768 -2.725 -0.142
72 H -4.768 -2.227 -1.515
73 H -6.407 -1.592 -1.316
74 H -5.669 -4.502 -1.899
75 H -6.365 -3.400 -3.072
76 C 2.565 8.715 5.158
77 C 3.554 8.591 4.018
78 O 3.998 7.227 3.870
79 C 3.192 6.424 3.191
80 O 2.144 6.735 2.703
81 C 3.816 5.028 3.075
82 F 4.331 4.606 4.237
83 F 4.814 5.019 2.177
84 F 2.921 4.120 2.684
85 H 2.991 8.316 6.079
86 H 2.296 9.759 5.317
87 H 1.656 8.150 4.953
88 H 4.442 9.179 4.234
89 H 3.139 8.960 3.087
90 C -10.429 -4.527 -6.040
91 C -10.157 -6.015 -5.985
92 O -9.286 -6.415 -7.058
93 C -7.988 -6.220 -6.855
94 O -7.500 -5.746 -5.872
95 C -7.187 -6.737 -8.057
96 F -7.733 -6.361 -9.220
97 F -7.133 -8.077 -8.055
98 F -5.933 -6.285 -8.042
99 H -10.818 -4.245 -7.019
100 H -11.151 -4.238 -5.276
101 H -9.514 -3.955 -5.883
102 H -11.087 -6.565 -6.119
103 H -9.744 -6.314 -5.021
104 C 3.908 11.045 -2.866
105 C 3.464 10.138 -1.738
106 O 4.234 10.382 -0.546
107 C 3.848 11.412 0.198
108 O 2.931 12.140 -0.040
109 C 4.729 11.511 1.449
110 F 6.028 11.360 1.166
111 F 4.404 10.555 2.342
112 F 4.597 12.685 2.061
113 H 4.980 10.942 -3.039
114 H 3.376 10.799 -3.785
115 H 3.719 12.091 -2.626
116 H 3.640 9.098 -2.006
117 H 2.399 10.245 -1.532
118 C 6.087 -8.514 3.230
119 C 5.593 -9.443 4.317
120 O 6.345 -9.265 5.532
121 C 5.975 -8.250 6.303
122 O 5.085 -7.486 6.070
123 C 6.832 -8.220 7.575
124 F 8.132 -8.402 7.307
125 F 6.460 -9.189 8.425
126 F 6.717 -7.059 8.218
127 H 7.159 -8.644 3.074
128 H 5.569 -8.710 2.295
129 H 5.926 -7.470 3.501
130 H 5.741 -10.479 4.016
131 H 4.527 -9.311 4.505

Computed properties:
M in g/mol: 1396.69
SMILES: C/C(Br)=C(\Br)c1cnc2cc(CCCS)ccc2n1.CCOC(=O)C(F)(F)F.CCOC(=O)C(F)(F)F.CCOC(=O)C(F)(F)F.CCOC(=O)C(F)(F)F.CCOC(=O)C(F)(F)F.CCOC(=O)C(F)(F)F.CCOC(=O)C(F)(F)F
Charge: 0
Frontier orbital gap in hartree: 0.3127

Here are the Löwdin charges for atoms 1 to 8, given in e:
1. C -0.145
2. C -0.707
3. Br 0.802
4. C -0.676
5. Br 0.771
6. C -0.384
7. C -0.091
8. N 0.149


This record from OMol25 describes a single C4H9N molecule. The level of theory is ωB97M-V/def2-TZVPD.

Positions of all 14 atoms, in Å:
1 C 1.132 0.259 1.147
2 C 0.448 -0.799 0.305
3 C -1.039 -0.917 0.297
4 N -0.319 -0.549 -0.903
5 C -0.489 0.784 -1.436
6 H 1.532 -0.239 2.043
7 H 1.972 0.710 0.602
8 H 0.455 1.058 1.477
9 H 1.063 -1.696 0.210
10 H -1.584 -0.130 0.835
11 H -1.544 -1.879 0.250
12 H -1.372 0.766 -2.078
13 H -0.623 1.581 -0.691
14 H 0.371 1.051 -2.058

Computed properties:
M in g/mol: 71.12
SMILES: C[C@H]1CN1C
Charge: 0
Frontier orbital gap in hartree: 0.3690
Relative energy (zero: lowest compared OMol25 entry of this formula, charge and spin) in kcal per mole: 26.4

Here are the Löwdin charges for atoms 1 to 8, given in e:
1. C -0.070
2. C -0.338
3. C -0.127
4. N -0.143
5. C -0.113
6. H 0.077
7. H 0.076
8. H 0.071